w.
2 unconnected molecules or ions with the total composition C3H9N2PS, computed with ωB97M-V/def2-TZVPD.

Geometry as XYZ:
```
16
Properties=species:S:1:pos:R:3:nbo_charge:R:1
C -0.324 1.994 0.469 -0.607
C 1.083 -2.389 -0.217 -0.425
C -0.938 0.655 -0.254 -0.282
N -0.172 -0.101 -1.101 -0.405
N 1.543 -0.981 -0.211 -0.745
P 3.009 -0.461 0.171 0.934
S 3.438 1.424 -0.085 -0.525
H 0.449 1.640 1.203 0.227
H 0.115 2.594 -0.315 0.206
H -1.331 2.511 0.786 0.207
H 0.211 -2.361 -0.915 0.243
H 1.912 -2.839 -0.649 0.207
H 0.848 -2.625 0.729 0.197
H -1.442 0.183 0.547 0.186
H -1.747 1.257 -0.727 0.234
H 0.233 0.466 -1.830 0.347
```

Results
Kohn-Sham gap (spin up / spin down) ... 7.1382 / 7.6434 eV
LUMO (spin up / spin down) ... -1.410 / -0.816 eV
Multiplicity ... 1
Total charge ... 0



x.
2 unconnected molecules or ions with the total composition C3H9N2PS, computed with ωB97M-V/def2-TZVPD.

Geometry as XYZ:
```
16
Properties=species:S:1:pos:R:3:nbo_charge:R:1
C -1.531 -1.026 1.222 -0.623
C 2.141 0.828 -1.051 -0.443
C -0.925 -1.377 -0.120 -0.310
N -0.476 -0.423 -1.021 -0.339
N 1.197 1.408 -0.234 -0.809
P 0.903 2.724 0.513 0.993
S -0.905 2.613 1.281 -0.555
H -1.733 -2.032 1.792 0.222
H -0.712 -0.468 1.830 0.238
H -2.446 -0.390 0.962 0.218
H 1.627 0.342 -1.910 0.241
H 2.999 1.579 -1.258 0.203
H 2.629 -0.060 -0.513 0.195
H -0.070 -2.034 0.125 0.192
H -1.625 -1.996 -0.651 0.253
H -1.073 0.313 -0.968 0.325
```

Results
Kohn-Sham gap (spin up / spin down) ... 5.3947 / 6.1187 eV
LUMO (spin up / spin down) ... -2.988 / -2.318 eV
Multiplicity ... 1
Total charge ... 0



The energy of each structure relative to the most stable one, in eV, is as follows: w 0.000; x 0.826.